A single C4H8N2O3 molecule in a non-equilibrium geometry, computed with ωB97M-V with the def2-TZVPD basis set.

XYZ file:
```
17
C4H8N2O3 ωB97M-V with the def2-TZVPD basis set
C 0.6392 -0.8467 0.0922
H 3.1778 1.2838 0.4728
O -2.7608 0.2884 -0.7145
N 2.1923 1.0244 0.5655
C -1.8156 -0.3985 -0.0115
H 0.7760 -1.8396 -0.2701
C 2.0756 -0.1775 -0.0371
H -1.3911 1.8250 -0.2491
O -1.9944 -0.9223 1.0636
H 1.4064 1.6891 0.7248
N -0.5043 1.3758 0.0154
O 2.9733 -0.8012 -0.5661
H 0.5687 -0.8507 1.1705
H -3.5609 0.0993 -0.2921
C -0.4845 -0.0471 -0.5831
H -0.6575 1.2083 0.9843
H -0.3681 0.0835 -1.6336
```

Results
Largest force on an atom: 2.837 eV/A
SMILES string: NC(=O)C[C@H](N)C(=O)O
Calculated total energy: -492.4601 hartree
M: 132.119 g mol⁻¹
HOMO energy: -9.60 eV
Relative energy (zero: lowest compared OMol25 entry of this formula, charge and spin): 1.1652 eV

Atom charges from the natural (NBO) analysis, given in e for atoms 1 to 6: C -0.51; H 0.40; O -0.69; N -0.86; C 0.77; H 0.25

A single C4H8N2O3 molecule in a non-equilibrium geometry, computed with ωB97M-V with the def2-TZVPD basis set.

XYZ file:
```
17
C4H8N2O3 ωB97M-V with the def2-TZVPD basis set
H -2.0623 1.3559 0.8595
H 2.3193 1.0648 -1.0043
H -2.4122 1.3525 -0.6924
H -1.2837 -2.7518 -0.4747
H 0.1288 0.3209 1.7774
O -0.7884 -1.8997 -0.8024
O -2.2962 -1.1606 0.6616
N -1.6562 1.4909 -0.0411
O 1.8704 -1.3816 0.9269
C 1.6307 -0.3232 0.3645
H 3.2220 -0.4578 -0.9059
C 0.4629 0.5761 0.7477
N 2.3876 0.1342 -0.6696
C -1.3504 -0.9155 -0.0559
H -0.2573 0.5353 -1.2653
C -0.6822 0.4479 -0.2691
H 0.7674 1.6118 0.8429
```

Results
Largest force on an atom: 2.652 eV/A
SMILES string: NC(=O)C[C@H](N)C(=O)O
Calculated total energy: -492.4881 hartree
M: 132.119 g mol⁻¹
HOMO energy: -9.93 eV
Relative energy (zero: lowest compared OMol25 entry of this formula, charge and spin): 0.4051 eV

Atom charges from the natural (NBO) analysis, given in e for atoms 1 to 6: H 0.37; H 0.39; H 0.36; H 0.50; H 0.24; O -0.68

A gas-phase ion, C4H8N2O3P (charge -1) in a non-equilibrium geometry, computed with ωB97M-V with the def2-TZVPD basis set.

XYZ file:
```
18
C4H8N2O3P ωB97M-V with the def2-TZVPD basis set
C 0.4949 -1.4936 0.0744
H 2.5360 -0.7834 -0.2973
H 0.8804 -2.2631 0.6886
H 0.4233 2.4743 0.0404
H -0.1797 0.8680 0.5939
O -0.6250 -0.2672 2.2537
C -0.4510 0.4432 -1.5484
N 0.8882 0.5306 -0.8952
H -1.2822 1.0217 -1.0340
H 1.6555 0.8696 -1.6464
C 0.7253 1.4342 0.2548
H 1.5333 1.3465 0.9234
O -2.5781 -1.8394 1.6456
P -1.7806 -0.6096 1.3227
O -2.5549 0.4480 0.6214
H -0.4269 -0.1321 -2.3779
C 1.4739 -0.7530 -0.4875
N -0.7324 -1.2947 -0.1322
```

Results
Largest force on an atom: 5.662 eV/A
Calculated total energy: -833.7303 hartree
M: 163.093 g mol⁻¹
Net charge: -1
HOMO energy (spin up / spin down): -3.64 / -3.61 eV
Relative energy (zero: lowest compared OMol25 entry of this formula, charge and spin): 6.3941 eV

Atom charges from the natural (NBO) analysis, given in e for atoms 1 to 6: C 0.04; H 0.20; H 0.24; H 0.20; H 0.31; O -1.21

2 unconnected molecules or ions with the total composition C4H8N2O3PS in a non-equilibrium geometry, computed with ωB97M-V with the def2-TZVPD basis set.

XYZ file:
```
19
C4H8N2O3PS ωB97M-V with the def2-TZVPD basis set
H -0.4936 2.9604 0.1280
P 0.4168 -1.6310 3.8857
H 1.4293 -0.9569 -2.7554
O -0.5808 -2.8001 3.3037
H 2.4489 -2.5845 3.1792
H -2.0449 1.8744 0.0684
S 0.3123 -0.5229 2.2619
H -0.8837 -2.4287 2.4907
O 1.7719 -2.7182 3.8221
H 1.0884 -0.1196 -0.2473
C 0.5418 0.1980 -1.1019
N -0.3530 1.2435 -1.1331
C -0.8455 1.8987 -0.0029
C -0.8350 1.4255 -2.3672
O -1.5713 2.3192 -2.7218
H -0.4083 0.2847 -4.1460
N -0.1012 0.5381 -3.1779
H -0.5297 1.3016 0.8502
C 0.6376 -0.2821 -2.3364
```

Results
Largest force on an atom: 3.776 eV/A
Calculated total energy: -1231.9508 hartree
M: 195.160 g mol⁻¹
Spin multiplicity: 3
Net charge: -1
<S²>: 2.009
HOMO energy (spin up / spin down): 0.45 / -4.88 eV

Atom charges from the natural (NBO) analysis, given in e for atoms 1 to 6: H 0.20; P 0.97; H 0.21; O -1.06; H 0.48; H 0.20

2 unconnected molecules or ions with the total composition C4H8N2O4 in a non-equilibrium geometry, computed with ωB97M-V with the def2-TZVPD basis set.

XYZ file:
```
18
C4H8N2O4 ωB97M-V with the def2-TZVPD basis set
N 2.1354 -0.1494 1.1593
O -0.5116 0.8328 1.1322
H -3.2604 -0.4413 0.2428
O 2.3891 1.1999 -1.3568
H 2.1827 1.4601 -2.2731
C 2.7562 -0.0020 -1.1497
H 0.5217 0.4502 0.9608
C -1.3336 0.0890 0.4492
H 2.4751 -0.4380 2.0773
O -1.7711 -1.7051 -0.8547
H -1.6476 -2.5247 -0.3854
O 4.2354 -0.7933 0.6032
H 4.9269 -0.6219 -0.1576
C -2.7060 0.4166 0.5823
H -3.0771 0.6577 1.5898
C 3.0491 -0.2321 0.2894
H -3.1957 1.2402 0.1679
N -0.8539 -0.9073 -0.2034
```

Results
Largest force on an atom: 3.966 eV/A
Calculated total energy: -567.4502 hartree
M: 148.118 g mol⁻¹
Spin multiplicity: 3
<S²>: 2.007
HOMO energy (spin up / spin down): -7.78 / -8.47 eV
Relative energy (zero: lowest compared OMol25 entry of this formula, charge and spin): 1.3366 eV

Atom charges from the natural (NBO) analysis, given in e for atoms 1 to 6: N -0.69; O -0.71; H 0.24; O -0.66; H 0.52; C 0.29

2 unconnected molecules or ions with the total composition C4H8N2O6 in a non-equilibrium geometry, computed with ωB97M-V with the def2-TZVPD basis set.

XYZ file:
```
20
C4H8N2O6 ωB97M-V with the def2-TZVPD basis set
H -2.1080 1.7385 -0.6980
C -0.2109 1.0251 -0.2203
H 0.8641 1.0804 -0.5698
C -1.0668 1.9409 -0.9613
O 0.0521 -2.1050 1.3274
H -0.1894 1.2477 0.8426
C 0.2936 -1.2197 0.4316
O -0.7461 1.6460 -2.3157
O 4.1250 -4.8422 4.4250
O -2.6632 2.7722 -2.4448
H -0.4129 -0.7356 -1.5311
C -0.6437 -0.4842 -0.4807
N 3.5959 -3.7358 4.4579
O 4.1458 -2.6834 4.7314
H -0.9132 3.0339 -0.8244
H -1.7399 -0.5922 -0.2833
H 0.0956 -0.6432 1.3890
N -1.8780 2.0391 -3.0473
H 1.2924 -1.1727 -0.0210
O -1.8925 1.6903 -4.2070
```

Results
Largest force on an atom: 4.573 eV/A
Calculated total energy: -717.7555 hartree
M: 180.116 g mol⁻¹
HOMO energy (spin up / spin down): -10.20 / -9.53 eV
Relative energy (zero: lowest compared OMol25 entry of this formula, charge and spin): 5.7595 eV

Atom charges from the natural (NBO) analysis, given in e for atoms 1 to 6: H 0.21; C -0.42; H 0.21; C -0.11; O -0.42; H 0.22

A single C4H8N2OS molecule in a non-equilibrium geometry, computed with ωB97M-V with the def2-TZVPD basis set.

XYZ file:
```
16
C4H8N2OS ωB97M-V with the def2-TZVPD basis set
H 1.7260 -2.2429 0.0737
S -0.0462 2.5919 0.1230
O 3.1215 -0.7946 0.0421
N -0.4389 -0.2288 -0.2188
H -3.6282 -1.3291 0.2426
H -1.1629 2.0403 -0.3498
H 2.3268 1.6708 -0.1435
H -1.4110 -0.6937 1.7208
C -1.4034 -0.4858 0.4986
N -2.6262 -0.9138 -0.2905
H 0.9150 0.9031 -1.5605
C 1.8809 -1.0528 -0.0730
C 0.8511 0.0716 0.2547
C 1.1937 1.4079 -0.4416
H -2.4310 -1.1623 -1.2264
H 1.1330 0.2182 1.3488
```

Results
Largest force on an atom: 6.016 eV/A
SMILES string: N/C=N/[C@@H](C=O)CS
Calculated total energy: -740.0069 hartree
M: 132.188 g mol⁻¹
HOMO energy: -9.04 eV
Relative energy (zero: lowest compared OMol25 entry of this formula, charge and spin): 4.2217 eV

Atom charges from the natural (NBO) analysis, given in e for atoms 1 to 6: H 0.15; S -0.02; O -0.54; N -0.53; H 0.41; H 0.14

A single C4H8N2OS molecule in a non-equilibrium geometry, computed with ωB97M-V with the def2-TZVPD basis set.

XYZ file:
```
16
C4H8N2OS ωB97M-V with the def2-TZVPD basis set
H 1.8511 1.7386 1.5127
H 2.3459 1.4077 -1.3309
O 1.1741 -1.8443 -0.1486
C 0.5758 -0.8404 0.0374
C 2.5024 0.5227 -0.6042
S -1.1321 -0.9633 0.3295
C -2.8452 0.9024 -0.4910
N 1.2303 0.3718 0.0773
C 0.9770 1.6909 0.6654
H -0.1075 1.7218 1.0589
H 2.7031 -0.3878 -1.0992
H 3.3118 0.7150 0.1260
H -3.7487 0.0802 -0.4761
N -1.6187 0.5972 -0.1670
H -3.1306 1.8655 -0.8619
H 0.9544 2.5895 -0.0295
```

Results
Largest force on an atom: 4.244 eV/A
SMILES string: C=NSC(=O)N(C)C
Calculated total energy: -740.0707 hartree
M: 132.188 g mol⁻¹
HOMO energy: -9.18 eV
Relative energy (zero: lowest compared OMol25 entry of this formula, charge and spin): 2.4855 eV

Atom charges from the natural (NBO) analysis, given in e for atoms 1 to 6: H 0.20; H 0.19; O -0.59; C 0.50; C -0.40; S 0.44

Question: Number 6 is which compound?
Answer: C4H8N2O6